# 1
Molecular formula: C50H47BClF5LaN5O2S4Te
Method: DFT, ωB97M-V/def2-TZVPD

2S+1: 2
Total charge: -1

```
117
Properties=species:S:1:pos:R:3:lowdin_spin:R:1
La -0.30984 0.94123 -0.81836 0.01
S 7.32436 0.32170 0.42109 0.01
C 7.57962 -0.15540 2.05593 0.05
C 6.40260 -0.28456 2.72197 0.00
C 5.27353 -0.00049 1.91757 0.05
C 5.59056 0.35255 0.62672 -0.01
C 4.71651 0.71750 -0.46673 0.09
C 3.32500 0.79140 -0.27666 -0.01
N 2.45374 1.14354 -1.19113 0.09
C 2.91160 1.43620 -2.45169 0.07
C 4.30617 1.39725 -2.74928 0.04
C 4.73733 1.73183 -4.07789 0.00
C 3.84931 2.06655 -5.03393 0.01
C 2.43696 2.09881 -4.76380 0.03
C 1.50826 2.42822 -5.73068 0.09
C 0.13275 2.45333 -5.41344 0.10
C -0.20235 2.15562 -4.08694 0.01
N 0.64866 1.83902 -3.13273 0.11
C 1.98740 1.79090 -3.44627 0.09
C -0.88214 2.77352 -6.39367 0.00
C -0.72172 3.15453 -7.70505 0.04
C -1.94170 3.40622 -8.37804 0.00
C -3.02965 3.21733 -7.58699 0.04
S -2.57995 2.71766 -6.00307 0.02
C 5.19176 1.05129 -1.74672 0.04
H 8.58457 -0.30812 2.41339 0.00
H 6.34011 -0.56833 3.76335 0.00
H 4.25757 -0.05774 2.28058 0.00
H 2.92083 0.54224 0.69666 0.00
H 5.80219 1.71643 -4.28262 0.00
H 4.18057 2.31428 -6.03630 0.00
H 1.84775 2.65025 -6.73511 0.01
H -1.24910 2.19466 -3.79033 0.00
H 0.24414 3.25428 -8.17850 0.00
H -2.00560 3.72411 -9.40932 0.00
H -4.07199 3.33235 -7.83504 0.00
H 6.25622 1.02839 -1.95459 0.00
F -3.36380 -0.20060 -2.29080 0.00
B -2.22233 -0.37285 -1.58399 0.00
F -2.46900 -1.52318 -0.79651 0.00
F -0.25925 2.84746 1.99391 0.00
C 0.57759 2.16880 1.13177 0.00
F 0.73807 0.89675 1.80073 0.00
F 1.79318 2.76301 1.38649 0.00
Cl 1.05809 -1.47439 -0.45222 0.00
S -0.03246 -1.17431 -4.29289 0.00
C 0.14767 -2.80197 -4.16185 0.00
N 0.80021 -3.46760 -3.21440 0.00
C 0.68922 -4.91085 -3.20284 0.00
C 0.45518 -5.32791 -4.64653 0.00
S -0.49339 -3.94470 -5.36631 0.00
H 1.03821 -2.97832 -2.34711 0.00
H -0.15147 -5.22172 -2.57328 0.00
H 1.60367 -5.34412 -2.79486 0.00
H -0.11738 -6.24777 -4.73572 0.00
H 1.38865 -5.42153 -5.20047 0.00
C 1.98270 4.47731 -1.19669 0.00
N 0.82615 5.30214 -0.90027 0.00
C 1.09690 6.68955 -0.61304 0.00
C -0.41863 4.81483 -0.92560 0.00
O -0.75257 3.66343 -1.16647 0.00
H 2.70746 4.53070 -0.38522 0.00
H 2.45338 4.79887 -2.13006 0.00
H 1.66141 3.44924 -1.29997 0.00
H 1.84718 6.76890 0.17563 0.00
H 0.18984 7.19368 -0.28167 0.00
H 1.47919 7.19971 -1.50177 0.00
H -1.17708 5.58581 -0.71367 0.00
C -2.70815 -7.22697 4.22329 0.00
C -2.40924 -5.85961 3.67126 0.00
C -1.78623 -5.69271 2.44541 0.00
C -1.52497 -4.42869 1.93386 0.00
C -0.85585 -4.31655 0.58997 0.00
C -1.89714 -3.28511 2.65916 0.00
Te -1.34307 -1.40796 1.75221 0.00
N -3.13563 -0.65775 2.14202 0.00
C -3.14754 0.56600 1.65583 0.00
O -2.19370 1.07684 0.98990 0.00
C -4.32924 1.37258 2.08840 0.00
C -4.15396 2.71560 2.39868 0.00
C -5.16856 3.42536 3.02542 0.00
C -6.36032 2.79494 3.34860 0.00
C -6.55034 1.45992 3.01132 0.00
C -5.54105 0.75060 2.38340 0.00
C -0.45608 -0.79328 3.58967 0.00
C -0.98651 0.29254 4.26727 0.00
C -0.39297 0.73508 5.43759 0.00
C 0.74569 0.10141 5.90778 0.00
C 1.30750 -0.94575 5.19323 0.00
C 0.72551 -1.40657 4.01716 0.00
C 1.35784 -2.51198 3.21886 0.00
C -2.54193 -3.43628 3.89874 0.00
C -3.00636 -2.30777 4.78283 0.00
C -2.77260 -4.72405 4.37657 0.00
H -2.29023 -8.00703 3.58827 0.00
H -3.78650 -7.38141 4.29223 0.00
H -2.29380 -7.33238 5.22704 0.00
H -1.49933 -6.56814 1.87281 0.00
H -0.64891 -5.30701 0.18650 0.00
H 0.08442 -3.76574 0.65270 0.00
H -1.49837 -3.77681 -0.11081 0.00
H -3.20335 3.18613 2.17676 0.00
H -5.01926 4.46699 3.28107 0.00
H -7.13936 3.33618 3.87147 0.00
H -7.48058 0.96546 3.26221 0.00
H -5.66761 -0.29494 2.13967 0.00
H -1.85903 0.79377 3.86709 0.00
H -0.81544 1.57497 5.97394 0.00
H 1.21244 0.43668 6.82578 0.00
H 2.22907 -1.39613 5.54415 0.00
H 2.36510 -2.73077 3.57174 0.00
H 1.42879 -2.23275 2.16362 0.00
H 0.75920 -3.42410 3.28646 0.00
H -3.18437 -1.40763 4.20948 0.00
H -2.26153 -2.10420 5.55578 0.00
H -3.93637 -2.59095 5.27846 0.00
H -3.26272 -4.83695 5.33838 0.00
```

# 2
Molecular formula: C2H3OTl
Method: DFT, ωB97M-V/def2-TZVPD

2S+1: 2
Total charge: +1

```
7
Properties=species:S:1:pos:R:3:lowdin_spin:R:1
C 1.03583 0.61337 -0.24149 0.60
C 0.72196 -0.17759 0.86226 0.09
O -0.30522 -0.94137 0.82433 0.11
Tl -1.15630 -0.54727 -1.33256 0.13
H 0.57563 1.60605 -0.31192 0.02
H 1.87798 0.29595 -0.86353 0.03
H 1.58509 -0.55971 1.44741 0.02
```

# 3
Molecular formula: C5H11NO
Method: DFT, ωB97M-V/def2-TZVPD

Total charge: 0

```
18
Properties=species:S:1:pos:R:3:nbo_charge:R:1
C -0.99955 -1.29911 -0.64533 -0.62
C -0.68645 0.15717 -0.30103 -0.06
C -1.40109 0.62439 0.96876 -0.62
N 0.75733 0.37488 -0.22136 -0.45
C 1.53285 -0.28781 0.81489 -0.42
C 1.37071 1.07796 -1.21108 0.54
O 0.81335 1.59232 -2.16440 -0.62
H -0.76866 -1.97287 0.19049 0.20
H -2.06242 -1.41354 -0.88228 0.22
H -0.41632 -1.61731 -1.51660 0.22
H -0.99991 0.78891 -1.13573 0.24
H -1.00653 1.58814 1.30842 0.22
H -2.46921 0.74775 0.76475 0.22
H -1.30278 -0.09830 1.78913 0.20
H 0.84643 -0.83175 1.47138 0.21
H 2.24296 -1.01648 0.39887 0.20
H 2.08329 0.43265 1.43323 0.20
H 2.46601 1.15299 -1.06210 0.11
```

Calculated energy above the lowest of the compared OMol25 structures with the same formula, charge and spin, 505.2 2.6 51.1 kJ/mol (same order as the records).